<P>
DFT (ωB97M-V with the def2-TZVPD basis set) results for a cluster of 16 separate species, H33O16 in total.

Last column: natural (NBO) charge in e.
Cartesian coordinates (Å):
1 O -0.418 0.020 2.037  -1.02
2 H -1.363 0.314 1.937  0.52
3 H -0.628 -0.935 2.163  0.52
4 O 1.750 2.329 1.055  -0.93
5 H 2.391 1.615 0.849  0.52
6 H 1.199 1.829 1.724  0.51
7 O -3.087 2.254 0.399  -1.01
8 H -3.886 2.285 0.909  0.50
9 H -2.984 1.503 -0.204  0.52
10 O -3.710 -0.196 -0.633  -0.99
11 H -4.480 -0.675 -0.981  0.51
12 H -2.883 -0.674 -0.586  0.50
13 O -0.499 0.451 -0.843  -1.00
14 H -0.251 0.247 0.090  0.50
15 H 0.043 -0.163 -1.366  0.50
16 O 2.375 -3.074 -0.318  -0.99
17 H 2.969 -2.673 -1.011  0.51
18 H 2.966 -3.335 0.377  0.49
19 O 3.784 -1.076 -2.231  -0.99
20 H 3.776 -0.594 -3.063  0.50
21 H 4.704 -1.307 -2.026  0.49
22 O -1.479 2.575 -2.531  -0.97
23 H -0.889 2.799 -3.248  0.49
24 H -1.832 1.684 -2.633  0.49
25 O -1.493 4.464 0.044  -0.95
26 H 0.958 2.788 0.042  0.51
27 O -0.674 -2.828 1.388  -0.99
28 H 0.269 -2.684 1.599  0.47
29 H -0.606 -3.290 0.547  0.50
30 O 0.388 -0.807 -3.005  -0.94
31 H -0.208 -1.371 -3.486  0.49
32 H 0.953 -1.460 -2.564  0.48
33 O 3.494 0.259 0.851  -0.96
34 H 3.374 -0.290 0.066  0.49
35 H 3.028 -0.130 1.602  0.50
36 O -2.553 -1.427 2.687  -0.98
37 H -2.490 -2.236 2.140  0.50
38 H -2.868 -1.767 3.551  0.49
39 O 0.383 2.995 -0.887  -0.87
40 H -0.053 2.112 -1.016  0.54
41 H -0.424 3.546 -0.545  0.52
42 O -0.094 -3.981 -1.089  -0.96
43 H 0.853 -3.847 -0.966  0.49
44 H -0.120 -4.873 -0.727  0.48
45 O 1.651 0.287 3.349  -1.00
46 H 1.705 1.163 3.693  0.49
47 H 0.821 -0.157 3.247  0.51
48 H -1.918 4.679 -0.819  0.50
49 H -1.941 3.654 0.433  0.52

## Properties
- Charge: +1
- Gap between HOMO and LUMO: 11.31 eV
- Highest occupied orbital energy: -14.11 eV


<Q>
DFT (ωB97M-V with the def2-TZVPD basis set) results for a structure of composition H33O16.

Last column: natural (NBO) charge in e.
Cartesian coordinates (Å):
1 O 4.119 1.288 2.330  -0.95
2 H 3.219 1.368 2.004  0.47
3 H 4.641 1.178 1.529  0.48
4 O -0.630 -2.733 -0.998  -0.96
5 H 1.898 3.330 -3.251  0.48
6 H 0.115 -2.203 -0.700  0.49
7 O 1.685 2.468 -2.883  -0.95
8 H 0.885 2.255 -3.333  0.47
9 H -1.246 0.722 1.570  0.53
10 O 4.886 -1.372 -0.328  -0.95
11 H 4.501 -1.281 -1.198  0.47
12 H 3.671 -1.300 2.497  0.52
13 O 0.561 -3.043 1.537  -0.97
14 H -0.013 -3.432 2.195  0.47
15 H 1.364 -2.947 2.056  0.50
16 O -4.513 1.980 0.040  -0.97
17 H -4.896 2.853 -0.069  0.51
18 H 1.812 0.306 -2.186  0.50
19 O -2.666 -3.905 -2.392  -0.97
20 H -1.840 -3.696 -1.928  0.49
21 H -2.635 -3.369 -3.188  0.47
22 O -1.451 1.356 -4.445  -0.97
23 H 5.727 -1.822 -0.446  0.48
24 H -1.221 1.224 -5.339  0.46
25 O -2.325 0.705 0.848  -0.95
26 H -2.948 1.403 0.545  0.54
27 O 2.695 -0.036 -2.079  -0.97
28 H 1.144 5.485 2.264  0.47
29 H 2.904 -0.906 -2.401  0.47
30 O -2.378 1.109 -2.762  -0.94
31 H -1.771 1.831 -2.617  0.49
32 H -3.268 1.250 -2.445  0.47
33 O -0.485 0.972 2.364  -0.83
34 H -5.034 1.297 -0.387  0.50
35 H -0.015 0.263 2.915  0.54
36 O 2.883 -1.639 2.944  -0.99
37 H 3.167 -2.285 3.598  0.49
38 H -1.057 1.276 3.077  0.52
39 O 0.807 4.617 2.018  -0.94
40 H 0.480 4.831 1.139  0.46
41 H -2.480 -0.022 0.215  0.54
42 O -3.298 -1.591 -0.311  -0.97
43 H -3.765 -2.245 -0.844  0.51
44 H -2.850 -2.178 0.265  0.47
45 O 0.597 -0.518 4.200  -0.99
46 H 0.647 -0.501 5.158  0.51
47 H -0.716 -3.281 -0.215  0.48
48 H -2.394 1.429 -4.388  0.49
49 H 1.487 -0.492 3.823  0.52

## Properties
- Charge: +1
- Gap between HOMO and LUMO: 10.40 eV
- Highest occupied orbital energy: -13.01 eV


Stability summary: most stable <P>, least stable <Q>.


<P>
DFT (ωB97M-V with the def2-TZVPD basis set) results for an isolated molecule of C2HN5O.

Last column: natural (NBO) charge in e.
Cartesian coordinates (Å):
1 C -1.751 -0.646 0.127  0.51
2 C -0.497 1.270 0.163  0.79
3 N -2.895 -1.238 0.028  -0.33
4 N -3.764 -0.224 -0.117  -0.02
5 N -3.242 0.942 -0.017  0.00
6 N -1.927 0.760 0.131  -0.33
7 N 0.147 0.113 0.431  -0.55
8 O -0.057 2.329 -0.060  -0.47
9 H 0.804 -0.297 -0.195  0.41

## Properties
- Gap between HOMO and LUMO: 9.08 eV
- Highest occupied orbital energy: -11.61 eV


<Q>
DFT (ωB97M-V with the def2-TZVPD basis set) results for a structure of composition C2HN5O.

Last column: natural (NBO) charge in e.
Cartesian coordinates (Å):
1 C 0.787 -0.201 0.721  0.64
2 C 0.225 -0.357 -1.183  0.22
3 H 0.126 -0.528 -2.446  0.26
4 N 1.348 -0.110 -0.526  -0.37
5 N -1.083 -0.327 -0.564  -0.22
6 N -1.743 0.145 0.346  0.10
7 N -1.015 1.372 0.948  0.02
8 N 0.212 1.009 1.159  -0.15
9 O 1.142 -1.004 1.545  -0.49

## Properties
- Gap between HOMO and LUMO: 7.98 eV
- Highest occupied orbital energy: -9.84 eV


Stability summary: most stable <P>, least stable <Q>.


<P>
DFT (ωB97M-V with the def2-TZVPD basis set) results for a cluster of 2 separate species, CH2N2OS in total.

Last column: natural (NBO) charge in e.
Cartesian coordinates (Å):
1 C -0.047 -0.756 0.576  0.09
2 N -1.433 1.515 0.323  0.12
3 N 0.697 -0.416 -0.409  -0.79
4 O -0.876 1.794 -0.689  -0.31
5 S -0.345 -1.700 1.798  0.07
6 H 0.429 0.425 -0.940  0.41
7 H 1.576 -0.862 -0.659  0.41

## Properties
- Gap between HOMO and LUMO (alpha / beta): 5.97 / 5.92 eV
- Highest occupied orbital energy (alpha / beta): -6.85 / -6.84 eV


<Q>
DFT (ωB97M-V with the def2-TZVPD basis set) results for an isolated molecule of CH2N2OS.

Last column: natural (NBO) charge in e.
Cartesian coordinates (Å):
1 C -0.107 -2.607 0.878  -0.04
2 N 0.187 -3.296 1.733  -0.29
3 N 0.377 -0.182 -0.093  -1.01
4 O -1.669 -1.729 -1.095  -0.88
5 S -0.285 -1.811 -0.850  1.47
6 H -0.091 0.643 -0.459  0.38
7 H 0.157 -0.107 0.897  0.38

## Properties
- Gap between HOMO and LUMO: 10.58 eV
- Highest occupied orbital energy: -11.01 eV


Stability summary: most stable <Q>, least stable <P>.


<P>
DFT (ωB97M-V with the def2-TZVPD basis set) results for a cluster of 2 separate species, C5H12N2O in total.

Last column: natural (NBO) charge in e.
Cartesian coordinates (Å):
1 N -0.317 -0.399 1.584  -0.61
2 C 0.725 -0.149 0.513  -0.16
3 C 0.733 1.307 -0.078  -0.38
4 C -0.744 1.905 -0.052  -0.52
5 C -1.526 1.980 1.244  -0.14
6 C 0.486 -1.204 -0.670  0.59
7 N 1.679 -1.674 -1.206  -0.81
8 O -0.749 -1.405 -0.841  -0.70
9 H -0.875 0.590 1.567  0.27
10 H -0.857 -1.141 1.117  0.41
11 H 1.729 -0.345 0.955  0.24
12 H 1.112 1.176 -1.123  0.28
13 H 1.113 2.031 0.745  0.21
14 H -1.287 1.130 -0.623  0.26
15 H -0.592 2.865 -0.540  0.28
16 H 2.548 -1.254 -0.972  0.34
17 H -2.664 1.849 1.257  0.24
18 H -1.202 2.646 1.982  0.20
19 H -0.205 -3.504 -3.373  -0.03
20 H -0.405 -3.327 -2.656  0.03

## Properties
- Gap between HOMO and LUMO: 4.41 eV
- Highest occupied orbital energy: -7.91 eV


<Q>
DFT (ωB97M-V with the def2-TZVPD basis set) results for an isolated molecule of C5H12N2O.

Last column: natural (NBO) charge in e.
Cartesian coordinates (Å):
1 O -0.238 0.827 1.375  -0.54
2 C -0.132 0.150 0.405  0.75
3 N 0.068 -1.284 0.291  -0.54
4 C 1.380 -1.438 0.951  -0.42
5 C -1.012 -2.036 0.835  -0.41
6 C -0.050 0.819 -0.991  -0.15
7 C 1.192 1.652 -1.265  -0.64
8 N -1.412 1.342 -1.323  -0.83
9 H 1.495 -1.949 1.941  0.20
10 H 1.909 -1.989 0.285  0.19
11 H 1.906 -0.394 0.936  0.21
12 H -1.966 -1.644 0.391  0.22
13 H -1.009 -1.789 2.053  0.17
14 H -0.826 -3.220 0.602  0.21
15 H 0.158 -0.126 -1.715  0.20
16 H 0.874 2.258 -2.152  0.22
17 H 1.572 2.431 -0.508  0.22
18 H 2.040 1.101 -1.610  0.22
19 H -1.577 1.052 -2.278  0.36
20 H -1.533 2.363 -1.325  0.37

## Properties
- Gap between HOMO and LUMO: 9.90 eV
- Highest occupied orbital energy: -8.99 eV
- SMILES: C[C@H](N)C(=O)N(C)C


<R>
DFT (ωB97M-V with the def2-TZVPD basis set) results for a cluster of 3 separate species, C5H12N2O in total.

Last column: natural (NBO) charge in e.
Cartesian coordinates (Å):
1 C 1.645 -2.346 -0.111  -0.74
2 C 1.666 -0.830 -0.138  0.35
3 O 2.615 -0.189 -0.531  -0.59
4 H 0.584 -0.178 0.582  0.18
5 H 0.951 -2.653 0.676  0.21
6 H 2.633 -2.763 0.101  0.23
7 H 1.272 -2.748 -1.054  0.23
8 C 0.306 2.064 0.898  -0.61
9 C -1.340 0.524 -0.265  0.45
10 N -0.744 0.533 -1.488  -0.80
11 N -2.600 -0.018 -0.164  -0.81
12 C -0.544 0.802 0.858  -0.51
13 H -1.172 -0.007 -2.227  0.38
14 H 0.277 0.369 -1.413  0.41
15 H -3.083 0.121 0.709  0.41
16 H -3.055 -0.373 -0.993  0.39
17 H -1.040 0.599 1.804  0.20
18 H 0.984 2.079 0.042  0.22
19 H -0.296 2.974 0.933  0.20
20 H 0.942 2.042 1.781  0.21

## Properties
- Gap between HOMO and LUMO: 7.19 eV
- Highest occupied orbital energy: -6.50 eV


Stability summary: most stable <R>, least stable <P>.